1.
# C5H7NO

A molecular structure, C5H7NO (wB97M-V/def2-TZVPD, the OMol25 dataset).

```
! wB97M-V def2-TZVPD RIJCOSX def2/J DEFGRID3
* xyz 0 1
N -2.3406 0.2662 -0.5534
C -1.0787 -0.2786 -0.2700
O -0.8330 -0.5898 1.0744
C -0.1133 0.6137 1.2549
C 1.3114 0.3205 0.8685
C 1.3199 -0.5541 -0.3966
C -0.0002 -0.2274 -1.0612
H -3.0160 -0.1409 0.0909
H -2.2490 1.2392 -0.2658
H 1.7131 -0.1404 1.7829
H 1.8413 1.2668 0.7182
H 1.3497 -1.6223 -0.1517
H 2.1807 -0.3430 -1.0348
H -0.0852 0.1902 -2.0562
*
```

- Gap between HOMO and LUMO: 8.567 eV
- Energy relative to the best compared isomer or geometry (same formula, charge and spin): 107.1 kcal per mole
- Lowest unoccupied orbital energy: 0.13 eV

These are the natural (NBO) partial charges, in e, on atoms 1 to 8: N -0.83; C 0.39; O -0.59; C 0.35; C -0.57; C -0.45; C -0.21; H 0.38

2.
# C6H13OP

A molecular structure, C6H13OP (wB97M-V/def2-TZVPD, the OMol25 dataset).

```
! wB97M-V def2-TZVPD RIJCOSX def2/J DEFGRID3
* xyz 0 1
C -0.9814 0.0684 -1.0326
C 0.0308 -1.1009 -1.0190
C 0.0655 1.2120 -0.7015
C -0.4325 -2.3560 -0.2691
C -0.5457 2.4876 -0.0161
C 0.7677 -0.2550 1.9654
O 2.7018 -0.0779 -0.3239
P 1.2595 -0.0256 -0.0547
H -1.4473 0.2367 -1.9925
H -1.7209 0.0281 -0.2425
H 0.5356 -1.2854 -2.0304
H 0.7537 1.5351 -1.6512
H -0.7092 -2.0957 0.8525
H 0.4963 -3.0248 -0.0782
H -1.2845 -2.8366 -0.8022
H -1.3306 2.9605 -0.7068
H 0.3499 3.1524 0.2089
H -0.9455 2.1360 0.9494
H -0.1891 0.0303 2.2614
H 1.1636 -1.3344 2.2887
H 1.4623 0.5451 2.3943
*
```

- Gap between HOMO and LUMO: 10.354 eV
- Energy relative to the best compared isomer or geometry (same formula, charge and spin): 7.7 kcal per mole
- Lowest unoccupied orbital energy: 0.85 eV

These are the natural (NBO) partial charges, in e, on atoms 1 to 8: C -0.43; C -0.54; C -0.56; C -0.62; C -0.62; C -0.95; O -1.06; P 1.87

3.
# C4H4O2Pd

A molecular structure, C4H4O2Pd (wB97M-V/def2-TZVPD, the OMol25 dataset).

```
! wB97M-V def2-TZVPD RIJCOSX def2/J DEFGRID3
* xyz 0 3
H 1.8649 2.3375 -0.3046
O 3.0182 1.5951 -0.1526
C 2.6188 0.9468 -1.2015
C 1.3638 1.5061 -1.5191
C 0.6625 1.8804 -2.5859
C -0.6001 2.5984 -2.3898
O -1.2585 3.0514 -3.3147
Pd -2.7571 3.6175 -2.9520
H 2.6644 -0.1525 -1.1563
H 1.0766 1.8526 -3.5984
H -1.0031 2.6040 -1.3563
*
```

- Gap between HOMO and LUMO (alpha / beta): 5.165 / 5.823 eV
- Energy relative to the best compared isomer or geometry (same formula, charge and spin): 55.0 kcal per mole
- Lowest unoccupied orbital energy (alpha / beta): -1.16 / -1.98 eV

These are the natural (NBO) partial charges, in e, on atoms 1 to 8: H 0.35; O -0.63; C 0.17; C -0.30; C -0.38; C 0.22; O -0.58; Pd 0.59

4.
# C5H10FNO2S

C5H10FNO2S in the gas phase (wB97M-V/def2-TZVPD, the OMol25 dataset).

```
! wB97M-V def2-TZVPD RIJCOSX def2/J DEFGRID3
* xyz 0 1
C 1.6746 1.0583 -0.0846
C -1.1085 1.4225 -0.2179
C 1.0578 0.0026 0.8785
C -0.3082 -0.4948 0.3685
C -0.2528 -1.2325 -1.0473
N -1.1204 -1.1066 1.2946
O 0.4168 3.4120 0.2797
O 0.5737 2.4540 -2.0236
F 0.8771 0.5643 2.1416
S 0.4047 2.2949 -0.6327
H 2.6061 1.5793 0.3972
H 1.9602 0.4624 -0.9884
H -1.6652 1.1951 -1.0927
H -1.5495 1.8917 0.6350
H 1.8110 -0.8082 0.9109
H -1.1560 -1.0763 -1.5108
H -0.3504 -2.3948 -0.7705
H 0.5100 -1.1993 -1.7171
H -1.5682 -0.4775 1.9948
H -1.8183 -1.6840 0.8134
*
```

- Gap between HOMO and LUMO: 9.561 eV
- Energy relative to the best compared isomer or geometry (same formula, charge and spin): 21.9 kcal per mole
- Lowest unoccupied orbital energy: 0.60 eV

These are the natural (NBO) partial charges, in e, on atoms 1 to 8: C -0.70; C -0.77; C 0.15; C 0.28; C -0.64; N -0.82; O -0.95; O -0.95

The calculated total energy results, record by record, are as follows: -324.5538 -652.9664 -432.8180 -899.7002 hartree.